# C58H64FGeN5P2SeSi2Ti

A structure of composition C58H64FGeN5P2SeSi2Ti (ωB97M-V/def2-TZVPD, the Open Molecules 2025 dataset).

Cartesian coordinates (Å):
Se (0.39, 0.27, 3.57)
Ge (2.48, 1.34, 5.81)
Ti (0.32, -0.56, -0.83)
P (-2.64, 3.57, -3.61)
P (-2.17, 2.34, -0.75)
Si (2.18, -1.96, -2.05)
Si (2.31, 1.19, -1.21)
F (-0.12, 0.51, 0.63)
N (-0.36, -0.17, -2.88)
N (1.07, -1.82, 0.81)
N (-1.28, -1.88, -0.84)
N (-0.83, -3.21, 1.19)
N (-2.61, -1.00, -2.70)
C (2.28, -1.44, 1.27)
C (-4.27, 2.86, -4.06)
C (-3.44, 0.54, 0.86)
C (2.29, -3.09, 2.97)
C (-4.50, -0.12, 1.47)
C (-2.44, -1.67, -1.56)
C (-1.91, 5.93, -4.87)
C (1.07, -3.50, 2.53)
C (-1.60, -2.71, 0.23)
C (-0.64, 4.88, 2.81)
C (-5.11, 3.44, -5.01)
C (-5.16, -3.87, 0.71)
C (-4.89, -2.46, -1.25)
C (-4.99, 1.95, -0.32)
C (0.42, -2.82, 1.45)
C (5.87, 0.66, -3.37)
C (-3.00, -3.02, 0.18)
C (2.92, -2.01, 2.33)
C (0.27, 0.76, -5.02)
C (-4.62, 1.61, -3.53)
C (-2.01, 4.78, 2.58)
C (-6.64, 1.58, -4.85)
C (-0.24, 3.41, 0.95)
C (-2.49, 4.00, 1.53)
C (-1.60, 3.32, 0.70)
C (4.03, 0.99, 4.68)
C (2.98, -3.40, -1.10)
C (-3.53, -2.36, -0.94)
C (5.79, -0.67, -3.77)
C (-1.95, -0.01, -4.70)
C (-6.05, 1.27, 0.28)
C (-1.06, 1.46, 4.07)
C (3.66, -0.89, -2.63)
C (-5.80, 0.99, -3.91)
C (-3.82, -3.79, 1.01)
C (-1.62, -0.41, -3.37)
C (1.46, -2.82, -3.58)
C (1.78, 2.81, -2.09)
C (-3.68, 1.59, -0.03)
C (-1.04, 0.57, -5.52)
C (-4.05, 7.45, -3.97)
C (-3.96, 6.11, -3.63)
C (-2.00, 7.28, -5.21)
C (3.09, 1.80, 0.44)
C (3.74, 0.45, -2.23)
C (-2.88, 5.33, -4.08)
C (4.85, 1.21, -2.61)
C (-3.07, 8.03, -4.77)
C (-2.77, 3.77, -1.77)
C (-6.29, 2.80, -5.40)
C (-5.69, -3.21, -0.42)
C (-5.81, 0.25, 1.18)
C (2.98, 1.17, 7.71)
C (4.70, -1.43, -3.40)
C (1.12, 0.00, 5.36)
C (1.85, 3.16, 5.48)
C (0.53, 0.38, -3.74)
C (0.24, 4.19, 1.99)
H (-1.80, 0.93, 4.66)
H (-6.75, -3.30, -0.63)
H (-2.97, -0.21, -5.01)
H (1.31, 4.24, 2.17)
H (3.74, 1.03, 3.63)
H (-6.04, 0.02, -3.49)
H (-5.82, -4.46, 1.33)
H (3.65, -3.05, -0.32)
H (-3.39, -4.29, 1.87)
H (2.70, 3.85, 5.50)
H (2.38, 1.74, 1.27)
H (-0.69, 2.32, 4.62)
H (-1.07, 5.34, -5.22)
H (-2.42, 0.24, 1.07)
H (-3.97, 1.10, -2.84)
H (-1.30, 0.86, -6.53)
H (1.59, -0.98, 5.34)
H (0.45, 2.85, 0.33)
H (0.53, -4.31, 2.99)
H (-0.27, 5.48, 3.63)
H (3.89, -1.63, 2.64)
H (2.40, 2.99, -2.97)
H (2.23, -4.04, -0.64)
H (-5.28, -1.95, -2.12)
H (-4.86, 4.39, -5.45)
H (2.74, -0.63, 0.73)
H (3.38, 0.18, 7.92)
H (2.24, -3.41, -4.07)
H (3.98, 1.21, 0.70)
H (1.54, 0.50, -3.37)
H (-1.24, 7.73, -5.83)
H (-1.52, 1.81, 3.14)
H (1.38, 3.22, 4.50)
H (-5.20, 2.73, -1.03)
H (3.56, -4.00, -1.80)
H (-6.63, -0.29, 1.63)
H (4.46, 0.01, 4.89)
H (-2.71, 5.31, 3.22)
H (2.11, 1.34, 8.35)
H (-4.30, -0.94, 2.14)
H (0.30, -0.05, 6.08)
H (4.81, 1.74, 4.84)
H (-3.15, 9.08, -5.03)
H (-2.01, 4.54, -1.57)
H (-6.93, 3.27, -6.14)
H (-3.72, 4.19, -1.44)
H (4.92, 2.25, -2.32)
H (3.74, 1.91, 7.98)
H (-4.73, 5.65, -3.02)
H (3.41, 2.84, 0.34)
H (0.66, -3.51, -3.27)
H (1.89, 3.67, -1.43)
H (4.65, -2.47, -3.71)
H (-7.07, 1.55, 0.03)
H (6.73, 1.26, -3.65)
H (1.06, 1.19, -5.62)
H (-4.89, 8.03, -3.62)
H (-7.55, 1.09, -5.15)
H (0.74, 2.78, -2.43)
H (6.59, -1.11, -4.36)
H (1.04, -2.14, -4.31)
H (-3.56, 3.92, 1.37)
H (1.13, 3.49, 6.24)
H (2.77, -3.60, 3.80)

Summary:
<S²>: 0.775
Charge: -1
2S+1: 2
Energy above the lowest of the compared OMol25 structures with the same formula, charge and spin in kcal/mol: 0.00
E_LUMO (alpha / beta) in eV: 2.26 / 1.93
Kohn-Sham gap (alpha / beta) in eV: 5.022 / 6.463